# 1
{"formula": "C5H14Cl2O4", "method": "ωB97M-V with the def2-TZVPD basis set", "smiles": "ClCCl.OCCO.OCCO", "homo_energy_ev": -10.288, "de_lowest_ev": 0.547, "elements": ["C", "C", "O", "O", "H", "H", "H", "H", "H", "H", "C", "C", "O", "O", "H", "H", "H", "H", "H", "H", "C", "Cl", "Cl", "H", "H"], "xyz": [[-2.375, 1.596, -2.764], [-0.965, 2.004, -2.593], [-0.745, 3.194, -1.834], [-2.963, 2.569, -3.608], [-2.893, 1.548, -1.806], [-2.408, 0.617, -3.243], [-0.496, 2.141, -3.568], [-0.352, 1.178, -2.235], [0.183, 3.412, -1.722], [-2.650, 3.417, -3.284], [1.992, -2.149, 1.720], [3.334, -2.842, 1.845], [3.416, -3.780, 2.951], [0.915, -2.958, 1.252], [2.055, -1.268, 1.082], [1.713, -1.850, 2.731], [4.045, -2.055, 2.099], [3.615, -3.292, 0.893], [2.718, -4.437, 2.997], [0.154, -2.726, 1.790], [-1.651, 1.276, 1.479], [-2.986, 0.127, 1.311], [-0.084, 0.483, 1.321], [-1.772, 2.059, 0.730], [-1.799, 1.734, 2.457]], "forces_ev_per_angstrom": [[0.0, 1.0, 0.1], [2.9, -0.7, -0.2], [-1.3, 0.0, 0.4], [-0.8, -0.2, -0.3], [-0.1, -0.1, 0.2], [-0.1, 0.1, -0.1], [-0.4, 0.2, -0.5], [-0.1, -0.2, 0.8], [0.0, -0.4, -0.3], [-0.1, 0.2, 0.0], [-0.5, -0.1, 0.7], [-0.7, -0.6, 0.6], [0.4, 0.8, -0.4], [0.4, -0.5, -0.1], [0.4, 0.1, -0.1], [0.2, 0.5, 0.1], [0.1, -0.1, -0.1], [0.1, -0.2, 0.0], [-0.3, 0.2, -0.6], [-0.1, -0.1, -0.2], [-0.6, 0.5, 0.2], [-0.1, -0.1, -0.2], [-0.1, 0.2, 0.1], [0.2, -0.3, -0.1], [0.5, -0.2, 0.0]]}


# 2
{"formula": "C5H14F6NO10S2V", "method": "ωB97M-V with the def2-TZVPD basis set", "total_charge": 1, "multiplicity": 2, "homo_energy_ev": [-13.456, -13.456], "elements": ["O", "V", "O", "C", "F", "F", "F", "S", "O", "O", "N", "S", "O", "O", "C", "F", "F", "F", "O", "H", "H", "O", "H", "H", "O", "H", "H", "C", "C", "C", "O", "H", "H", "H", "H", "H", "H", "H", "H"], "xyz": [[0.202, 1.051, -0.479], [0.016, -0.225, -1.476], [0.966, -0.061, -2.785], [-3.738, -0.671, 0.104], [-3.737, 0.549, 0.525], [-4.799, -1.305, 0.670], [-3.945, -0.709, -1.238], [-2.064, -1.630, 0.527], [-1.266, -0.652, 1.359], [-2.461, -2.818, 1.317], [-1.240, -1.861, -1.046], [-1.512, -3.399, -1.314], [-0.623, -4.196, -0.474], [-2.957, -3.743, -1.367], [-0.882, -3.571, -3.138], [-0.479, -4.846, -3.316], [-1.925, -3.373, -4.014], [0.153, -2.729, -3.382], [0.327, 0.452, 3.075], [-0.058, -0.131, 3.730], [0.010, 0.115, 2.237], [1.711, -1.210, -0.303], [1.971, -2.038, -0.707], [2.516, -0.872, 0.090], [-1.711, 0.496, -2.686], [-1.964, 1.418, -2.723], [-2.300, 0.060, -3.302], [1.817, 3.513, 2.670], [2.665, 3.395, 1.465], [3.272, 2.034, 1.208], [1.991, 3.766, 0.269], [2.159, 4.412, 3.184], [1.931, 2.682, 3.366], [0.756, 3.555, 2.424], [3.510, 4.068, 1.606], [2.634, 1.207, 0.899], [3.744, 1.778, 2.157], [4.081, 2.304, 0.528], [1.229, 3.187, 0.340]], "forces_ev_per_angstrom": [[-0.2, -1.2, -1.7], [2.3, 1.8, -1.4], [-1.8, -0.3, 2.9], [-1.8, -2.1, -1.0], [0.7, 0.8, 0.2], [1.8, 0.4, -0.4], [0.5, 0.2, 1.0], [0.4, 0.8, 4.8], [-2.1, -2.1, -3.5], [0.9, 2.4, -2.8], [-1.0, 2.3, 2.7], [-1.5, -5.0, -0.9], [-0.9, 1.1, -1.5], [3.3, 1.2, -0.1], [-0.9, -1.1, -0.6], [-0.2, 1.5, 0.4], [1.8, 0.4, 1.3], [-1.1, -0.6, 0.1], [0.9, 0.7, 0.3], [-0.1, -0.1, 0.2], [-0.2, -0.2, -0.2], [-0.9, -0.1, -0.3], [0.0, -0.6, -0.2], [0.1, 0.4, 0.1], [0.4, 0.1, 0.6], [0.1, 0.5, 0.2], [-0.1, -0.6, -0.1], [-1.4, -0.6, 1.4], [0.6, 2.6, -0.7], [1.6, -1.3, -0.4], [1.4, -0.4, 1.5], [-0.4, 0.2, -0.1], [0.0, -0.1, -0.3], [-0.1, 0.2, 0.2], [0.0, 0.0, -0.7], [-0.2, 0.5, -0.1], [-0.2, 0.0, 0.2], [-0.1, -0.8, -0.4], [-1.6, -0.7, -0.8]]}